1.
DFT (ωB97M-V with the def2-TZVPD basis set) results for C15H10N4O in the gas phase in a non-equilibrium geometry.

The geometry in ORCA input format:
```
! wB97M-V def2-TZVPD RIJCOSX def2/J DEFGRID3
* xyz 0 1
O 2.58101 -0.21803 -1.78556
C 1.50519 -0.22429 -1.17479
N 1.31573 0.03229 0.17251
C 2.26763 0.30419 1.18482
C 1.80060 0.86214 2.42513
C 2.72423 1.20015 3.42438
C 4.08167 0.98254 3.27280
C 4.52553 0.41998 2.06785
C 3.64358 0.17697 1.02320
N -0.03721 0.05213 0.46767
C -0.63671 -0.15886 -0.66588
C -2.05002 -0.30010 -0.91671
C -3.05002 -0.10321 0.08546
C -4.38608 -0.33692 -0.24744
C -4.74951 -0.69525 -1.55843
C -3.78823 -0.78654 -2.54426
C -2.45652 -0.62636 -2.25241
C -1.40723 -0.69419 -3.26287
N -0.10736 -0.60703 -3.00476
N 0.26002 -0.33450 -1.71021
H 0.73047 0.99915 2.61277
H 2.38995 1.71118 4.32946
H 4.78678 1.13721 4.04553
H 5.55473 0.13304 1.94436
H 4.08051 -0.24815 0.10587
H -2.78239 0.21824 1.09791
H -5.16139 -0.16433 0.48795
H -5.81902 -0.85133 -1.75849
H -4.10357 -0.95486 -3.57418
H -1.71237 -0.92523 -4.29166
*
```

Values from the calculation:
LUMO level: -0.431 eV
Energy relative to the best compared isomer or geometry (same formula, charge and spin): 1.0 kcal/mol

=====

2.
DFT (ωB97M-V with the def2-TZVPD basis set) results for a gas-phase ion, C4H6N3 (charge +1) in a non-equilibrium geometry.

The geometry in ORCA input format:
```
! wB97M-V def2-TZVPD RIJCOSX def2/J DEFGRID3
* xyz 1 1
C -0.88158 2.01106 0.65000
N -0.51243 0.94690 0.16478
C -0.34049 -0.25908 -0.10318
C 0.99464 -0.95711 0.16895
N -1.51250 -0.95677 -0.60923
C -2.75931 -0.49229 -0.33757
N -3.82636 -0.13849 -0.03688
H -1.26075 2.01032 1.69289
H -0.65428 2.93356 0.02418
H 1.75081 -0.16734 0.65288
H 1.58356 -1.42931 -0.61116
H 0.78197 -1.86567 0.82161
H -1.38872 -1.83867 -0.98374
*
```

Values from the calculation:
LUMO level: -5.040 eV
Energy relative to the best compared isomer or geometry (same formula, charge and spin): 56.5 kcal/mol

=====

3.
DFT (ωB97M-V with the def2-TZVPD basis set) results for a molecular structure, C8H11F12N3O9S4Zn in a non-equilibrium geometry.

The geometry in ORCA input format:
```
! wB97M-V def2-TZVPD RIJCOSX def2/J DEFGRID3
* xyz 0 1
Zn -0.10084 0.02930 0.06017
C 0.84626 3.49898 -1.51784
F 0.38583 3.91503 -0.33292
F 1.01545 4.56284 -2.36728
F 2.06839 2.88930 -1.47220
S -0.43143 2.26089 -2.22249
O -1.35430 2.98075 -3.12683
O 0.43213 1.25605 -2.88369
N -0.93619 1.55445 -0.74108
S -2.43415 2.18090 -0.67249
O -2.42796 3.61708 -0.58916
O -3.37870 1.61420 -1.65758
C -2.97567 1.57041 1.06396
F -2.12798 0.48105 1.39695
F -2.92213 2.57377 1.97887
F -4.19522 1.11830 0.93603
C -1.41170 -3.49274 2.39060
F -1.24756 -2.51746 3.28061
F -1.17620 -4.68965 2.91467
F -2.71726 -3.44336 2.06005
S -0.27122 -3.10232 0.91241
O 0.92533 -2.50729 1.57391
O -0.00595 -4.29348 0.07058
N -0.91632 -1.68483 0.05252
S -2.23193 -2.29850 -0.64193
O -2.80269 -3.62143 -0.41570
O -3.21035 -1.18654 -0.66677
C -1.61168 -2.50292 -2.48880
F -1.06851 -1.30842 -2.87132
F -0.73732 -3.52880 -2.54278
F -2.66169 -2.71325 -3.28845
C 3.02744 1.51147 2.46369
C 2.00958 1.11949 1.34829
C 2.70886 0.34387 0.11816
O 1.64950 -0.23570 -0.67078
C 2.21534 -1.02842 -1.68560
N 0.83583 0.41547 1.91946
H 2.68183 1.75989 3.46715
H 3.57071 2.43371 2.25769
H 3.86833 0.82857 2.58480
H 1.64969 2.05315 0.91603
H 3.36275 -0.44104 0.49821
H 3.31214 1.02096 -0.48658
H 2.82714 -0.40633 -2.33892
H 1.45716 -1.46562 -2.33530
H 2.84307 -1.83719 -1.31151
H 0.41441 1.03936 2.59272
H 1.24792 -0.32401 2.47033
*
```

Values from the calculation:
LUMO level: -0.370 eV

=====

4.
DFT (ωB97M-V with the def2-TZVPD basis set) results for C4H8O in the gas phase in a non-equilibrium geometry.

The geometry in ORCA input format:
```
! wB97M-V def2-TZVPD RIJCOSX def2/J DEFGRID3
* xyz 0 1
C 1.05853 -0.02673 -1.65172
C 1.25567 0.81620 -0.63497
O 0.68053 0.72264 0.66108
C -0.12391 -0.42012 1.04182
C -1.62417 -0.09927 0.71707
H 0.50321 -0.90785 -1.55127
H 1.66427 0.00391 -2.55226
H 2.00448 1.62851 -0.54354
H 0.26419 -1.32013 0.55969
H 0.08152 -0.42617 2.17572
H -2.29993 -0.86830 1.19731
H -1.70527 -0.11915 -0.37998
H -1.75911 1.01646 0.96105
*
```

Values from the calculation:
LUMO level: 1.118 eV
Energy relative to the best compared isomer or geometry (same formula, charge and spin): 37.1 kcal/mol

=====

5.
DFT (ωB97M-V with the def2-TZVPD basis set) results for 2 unconnected molecules or ions with the total composition C3H12NS in a non-equilibrium geometry.

The geometry in ORCA input format:
```
! wB97M-V def2-TZVPD RIJCOSX def2/J DEFGRID3
* xyz 1 1
C -2.74761 -0.00880 0.90607
N -1.25607 0.13660 1.13517
H -3.10903 -0.07094 -0.08260
H -3.03977 0.91375 1.43278
H -3.00027 -0.93275 1.36360
H -0.76457 -0.59353 0.62508
H -0.65582 0.98140 0.92033
H -1.06812 0.02914 2.19136
C 1.40995 -1.15000 -0.00514
S 1.31013 0.65147 -0.03758
C 1.99531 1.01645 -1.79235
H 2.47849 -1.24132 -0.45234
H 1.26194 -1.63928 0.99243
H 0.84048 -1.60622 -0.83540
H 1.51082 0.54032 -2.79926
H 3.12028 0.94235 -1.76464
H 1.71384 2.03135 -1.79752
*
```

Values from the calculation:
LUMO level: -3.521 eV
Energy relative to the best compared isomer or geometry (same formula, charge and spin): 41.9 kcal/mol

=====

6.
DFT (ωB97M-V with the def2-TZVPD basis set) results for a molecular structure, C23H24BrCoN5O2S.

The geometry in ORCA input format:
```
! wB97M-V def2-TZVPD RIJCOSX def2/J DEFGRID3
* xyz 1 5
Co 0.54310 1.01491 -0.19366
C 2.33122 -1.72304 4.35288
C 2.95870 -0.34252 4.26030
N 3.46764 -0.03728 2.92996
C 2.77194 0.42467 1.88710
S 1.08420 0.86651 2.14883
N 3.39563 0.55584 0.74522
N 2.60003 0.89590 -0.30368
C 3.13732 1.06221 -1.46049
C 4.59913 0.97103 -1.73846
C 2.18626 1.31982 -2.57304
C 2.59898 1.39879 -3.89498
C 1.64780 1.58206 -4.88749
C 0.31196 1.68031 -4.54030
C -0.02468 1.59777 -3.19926
N 0.88486 1.43165 -2.24175
H 1.97700 -1.90140 5.36792
H 3.05701 -2.49852 4.10704
H 1.48528 -1.80991 3.67042
H 3.80552 -0.25269 4.94113
H 2.24540 0.43172 4.54013
H 4.40762 -0.32723 2.70195
H 5.15567 0.88702 -0.81195
H 4.93634 1.85047 -2.28809
H 4.81124 0.09430 -2.35441
H 3.64390 1.30820 -4.14984
H 1.95160 1.63829 -5.92394
H -0.45933 1.81178 -5.28477
H -1.05648 1.65910 -2.87412
Br -4.12228 -3.93588 -2.18622
C -3.12868 -3.74977 -0.58759
C -3.31599 -4.65625 0.44472
C -2.58770 -4.51366 1.61695
C -1.68195 -3.47500 1.75628
C -1.50128 -2.57492 0.71103
C -2.22659 -2.70864 -0.46839
C -0.53280 -1.44092 0.84794
O 0.05257 -1.29687 1.94356
O -0.42658 -0.65491 -0.14424
H -4.02506 -5.46438 0.33045
H -2.73200 -5.21923 2.42346
H -1.11163 -3.35288 2.66568
H -2.08277 -2.00447 -1.27396
N -0.68452 2.74150 0.14117
C -2.06961 2.34285 0.01914
C -2.84987 2.83465 -1.01603
C -4.15395 2.38149 -1.16455
C -4.67303 1.44942 -0.27945
C -3.88720 0.97173 0.76086
C -2.58174 1.41093 0.91089
H -0.47385 3.45778 -0.54836
H -0.50189 3.15090 1.05313
H -2.45042 3.58017 -1.69517
H -4.76487 2.76695 -1.96926
H -5.68873 1.09851 -0.39629
H -4.28798 0.24728 1.45658
H -1.96451 1.02388 1.71501
*
```

Values from the calculation:
LUMO level (spin up / spin down): -3.394 / -4.825 eV
⟨S²⟩: 6.017

=====

7.
DFT (ωB97M-V with the def2-TZVPD basis set) results for a molecular structure, CH4NO3P in a non-equilibrium geometry.

The geometry in ORCA input format:
```
! wB97M-V def2-TZVPD RIJCOSX def2/J DEFGRID3
* xyz 0 1
C -0.07016 1.08006 1.69545
N -0.58503 -0.27222 -1.71505
O 1.68047 -0.43785 -0.51602
O -0.36613 -1.73549 0.47091
O -0.32013 2.15573 2.02206
P 0.28715 -0.77520 -0.40155
H 0.33243 0.15226 2.28910
H -0.10369 0.70947 0.51758
H -1.01535 -1.03435 -2.16761
H 0.16042 0.15761 -2.19487
*
```

Values from the calculation:
LUMO level: -0.054 eV
Energy relative to the best compared isomer or geometry (same formula, charge and spin): 40.6 kcal/mol

=====

8.
DFT (ωB97M-V with the def2-TZVPD basis set) results for a molecular structure, C13H24CoEuI2O4S3 in a non-equilibrium geometry.

The geometry in ORCA input format:
```
! wB97M-V def2-TZVPD RIJCOSX def2/J DEFGRID3
* xyz 4 11
I -3.15450 1.85482 1.69467
I -2.04368 3.50074 -1.23537
Co -0.80180 1.31841 -1.34731
Eu 0.38954 -1.13698 -0.33724
S -2.35850 0.24070 0.04880
S 0.29911 1.49034 0.69753
C -0.37188 -4.08671 -0.70372
C -3.95018 -0.53970 -0.69212
C 1.81481 2.49194 0.88668
C -4.63497 0.34831 -1.71617
C -3.38544 -1.82524 -1.27394
C -4.88232 -0.79744 0.48554
C 1.50263 3.96446 0.64559
C 2.84340 1.96663 -0.10133
C 2.26420 2.28936 2.33941
C -1.54109 0.65253 -2.78482
C 0.61031 1.34029 -2.37318
O -0.71217 -5.16664 -0.54565
O -1.98222 0.28612 -3.79540
O 1.40122 1.55186 -3.19988
H -3.98518 0.57503 -2.56740
H -4.97402 1.29598 -1.27315
H -5.51131 -0.20657 -2.10123
H -2.98949 -1.67154 -2.28916
H -4.15622 -2.61140 -1.27100
H -2.57029 -2.19642 -0.62214
H -4.37144 -1.34386 1.28479
H -5.69881 -1.44225 0.12535
H -5.33058 0.12636 0.88190
H 2.46099 4.50401 0.71009
H 0.82904 4.35186 1.41715
H 1.04385 4.14202 -0.33426
H 3.81300 2.39634 0.18439
H 2.60086 2.27517 -1.12223
H 2.91171 0.87016 -0.07269
H 3.27476 2.68607 2.47050
H 2.27276 1.22869 2.61483
H 1.59662 2.82916 3.01819
C 5.03249 -2.31809 0.88507
S 3.46729 -2.99085 0.27464
C 2.69308 -3.40374 1.86165
O 2.61685 -1.79186 -0.22181
H 5.71853 -3.14633 1.11576
H 4.86493 -1.71761 1.78697
H 5.47724 -1.71081 0.08635
H 2.66203 -2.50295 2.49391
H 1.67688 -3.76110 1.64095
H 3.26795 -4.20930 2.33049
*
```

Values from the calculation:
LUMO level (spin up / spin down): -14.669 / -16.850 eV
Energy relative to the best compared isomer or geometry (same formula, charge and spin): 0.0 kcal/mol
⟨S²⟩: 30.034

=====

| no. | energy (eV) |
| --- | --- |
| 1 | -23724.4147 |
| 2 | -8706.0541 |
| 3 | -155736.6102 |
| 4 | -6323.5576 |
| 5 | -15622.7677 |
| 6 | -154286.6453 |
| 7 | -18023.0593 |
| 8 | -127678.4113 |